# C24H26FFeIN4O7

A structure of composition C24H26FFeIN4O7 in a non-equilibrium geometry (ωB97M-V with the def2-TZVPD basis set, the OMol25 dataset).

Values from the calculation:
<S²>   0.90
F_max   2.77 eV Å⁻¹
E_tot   -90806.4475 eV
Molecular weight   684.240 g/mol
Relative energy (zero: lowest compared OMol25 entry of this formula, charge and spin)   0.000 eV

```
! wB97M-V def2-TZVPD RIJCOSX def2/J DEFGRID3
* xyz 1 2
H -2.00 4.26 -3.14
H -4.98 3.55 0.54
C -2.14 3.00 -1.42
O -2.83 0.69 -1.61
C -1.16 3.82 -0.60
C 4.76 -1.06 -1.07
H 4.02 -0.70 3.45
H -4.28 -4.39 -0.70
C 0.73 -1.45 0.09
H 5.88 -2.28 3.21
C 4.47 -1.25 0.26
H -0.15 1.81 -3.02
C 3.38 -2.62 4.19
H -3.67 2.40 0.79
H -3.68 4.49 -1.45
H 2.67 -2.13 4.86
I -5.33 -0.33 0.54
C -3.91 3.38 0.38
C 5.12 -2.23 2.44
H 6.47 -1.75 0.82
C -5.26 -1.28 -1.38
O -1.20 5.02 -0.56
C 2.43 -1.17 -1.67
N -1.08 0.99 -0.39
C -0.91 -1.57 1.98
C 0.47 -1.54 1.44
C 3.84 -1.71 3.06
H -2.53 2.61 -3.49
C 5.57 -1.35 1.29
C -1.82 3.21 -2.92
C -2.02 1.53 -1.13
H 4.25 -2.89 4.79
H 5.78 -0.93 -1.39
O -3.09 -2.34 -1.31
H -3.36 4.13 0.95
O 0.89 1.24 0.75
H -6.28 -1.56 -1.64
N -0.17 3.11 0.06
H 4.94 -3.25 2.07
C -3.58 3.46 -1.11
H 1.26 -1.70 3.39
H -5.88 -3.72 -0.81
C -0.39 2.83 -3.32
H 1.64 -1.13 -2.41
O -1.14 -1.87 3.12
N -4.88 -3.61 -0.90
H 2.94 -3.53 3.80
H -0.27 2.90 -4.40
N 2.78 -1.58 2.00
C 3.73 -1.02 -2.01
H -4.26 2.83 -1.69
O -0.17 -1.48 -0.83
C -0.06 1.73 0.18
H 5.82 -0.35 1.66
C 3.13 -1.40 0.65
O -1.88 -1.26 1.13
C 1.51 -1.61 2.34
Fe -1.93 -0.92 -0.63
C 2.11 -1.35 -0.31
H -4.86 -0.55 -2.08
C -4.34 -2.44 -1.21
H 0.34 3.50 -2.86
F 4.06 -0.84 -3.30
H 0.53 3.66 0.54
*
```